Molecular formula: C10H8As2BrCuF28O2
Method: DFT, ωB97M-V/def2-TZVPD

The HOMO-LUMO gap is 6.2474 eV. The value obtained for the lowest unoccupied orbital energy is 3.70 eV. Its relative energy (zero: lowest compared OMol25 entry of this formula, charge and spin) is 0.00 kJ/mol. The electronic energy is -12019.035940 Ha.

```
! wB97M-V def2-TZVPD RIJCOSX def2/J DEFGRID3
* xyz -2 1
Cu 0.457 1.024 -0.926
As 2.571 -0.045 -3.971
F 3.235 -1.551 -3.339
F 1.202 -0.845 -4.611
F 1.858 1.471 -4.478
F 3.970 0.872 -3.381
F 3.513 -0.284 -5.463
F 1.738 0.087 -2.366
As 1.888 4.493 -1.287
F 1.824 2.774 -0.695
F 2.768 4.805 0.210
F 1.943 6.177 -1.839
F 1.042 4.031 -2.713
F 0.353 4.786 -0.520
F 3.379 4.106 -2.131
Br -1.551 1.525 -2.997
C -4.131 2.129 -0.440
C -3.454 3.386 0.114
C -2.121 3.109 0.780
F -2.174 2.611 2.051
F -1.318 2.298 0.071
F -3.331 4.198 -0.971
F -4.305 4.052 0.946
O -3.948 1.091 0.527
C -4.657 -0.061 0.375
C -4.020 -1.083 1.367
F -4.472 -2.335 1.163
F -2.657 -1.115 1.234
F -5.951 0.166 0.752
F -4.676 -0.478 -0.892
H -3.582 1.870 -1.353
H -5.191 2.287 -0.637
H -1.610 4.080 0.832
H -4.224 -0.748 2.390
C 2.753 -3.993 1.818
C 2.855 -3.769 3.331
C 3.663 -2.494 3.639
F 3.599 -2.087 4.934
F 4.953 -2.616 3.263
F 1.634 -3.556 3.879
F 3.390 -4.846 3.955
O 1.807 -3.086 1.294
C 1.006 -3.587 0.291
C -0.184 -2.679 0.083
F 0.185 -1.388 -0.200
F -0.923 -3.111 -0.948
F 1.745 -3.730 -0.830
F 0.493 -4.803 0.600
H 2.534 -5.045 1.631
H 3.709 -3.782 1.333
H 3.162 -1.679 3.104
H -0.751 -2.632 1.019
*
```